No. 1
Computed, not measured: C29H43FeN8 as an isolated structure, with wB97M-V/def2-TZVPD.

Last column: Löwdin spin population.
Cartesian coordinates (Å):
H -2.332 2.957 -2.221  0.000
C -2.205 3.282 -1.192  0.000
C -3.879 0.757 0.651  0.000
H -2.491 1.484 2.144  0.000
H 2.410 2.094 1.731  0.001
H -0.471 -0.279 2.331  0.000
N -1.041 -0.650 1.583  -0.008
H -2.409 1.139 -2.448  0.000
H -3.933 0.714 2.786  0.000
H 3.219 -2.441 1.922  0.003
H -2.862 -2.904 -0.645  0.000
C 1.151 2.381 -2.748  0.000
C 5.262 -1.174 -1.425  -0.006
N 0.210 -2.541 -1.415  -0.003
H -4.427 2.629 1.332  0.000
C -1.513 5.665 -0.534  0.000
C -0.530 0.450 -3.236  0.000
H -1.711 6.711 -0.724  0.000
C -4.096 -1.768 0.505  0.000
N -3.228 -1.957 -0.670  0.000
H -3.154 2.972 -0.708  0.000
C -3.274 -1.882 1.787  0.000
H -0.748 -1.623 1.523  0.000
C -0.216 2.880 0.556  -0.004
Fe 0.391 0.186 0.115  0.734
C 3.584 -2.021 0.993  0.068
C -0.007 4.252 0.964  0.000
N -0.893 1.243 -0.949  -0.005
N 0.450 1.894 1.063  0.001
C -3.177 0.642 1.997  0.000
H 1.897 1.161 4.035  0.000
H -3.797 -1.912 -1.511  0.000
H 1.700 3.121 -3.337  0.000
H -5.318 -0.324 -0.532  0.000
C -1.533 0.600 -2.098  0.001
C -4.815 -0.424 0.435  0.000
C -2.204 4.770 -1.236  -0.002
H -2.252 -0.785 3.260  0.000
C 4.738 -2.643 0.491  -0.014
H 1.230 2.965 2.714  0.000
H 6.053 -0.973 -2.140  -0.001
H 1.293 -1.275 3.136  0.007
H -0.127 6.293 0.951  0.000
H 0.238 -3.414 -1.907  0.000
H 0.257 -0.255 -2.963  0.000
H 4.337 0.467 -2.236  0.003
H 0.748 4.390 1.721  0.000
H -5.595 1.903 0.470  0.000
C 1.818 -0.456 2.630  0.014
H 2.869 -0.551 2.905  0.001
C 1.305 0.897 3.159  0.005
C 0.129 1.746 -3.701  0.000
H -2.928 5.156 -1.945  0.000
H 2.584 0.863 -3.070  0.000
C 2.802 -1.005 0.481  -0.020
H 0.276 0.846 3.528  0.000
C 0.191 -1.537 -0.854  -0.009
C 4.207 -0.308 -1.497  0.045
C 2.969 -0.279 -0.778  -0.008
H -1.894 -0.371 -1.754  0.000
C -2.429 -0.670 2.186  -0.001
H -1.071 -0.004 -4.070  0.000
H 3.067 2.080 -1.902  0.000
H -0.626 2.492 -3.969  0.000
N -4.593 2.035 0.528  0.000
H 6.374 -2.869 -0.799  0.003
C -1.121 2.447 -0.575  0.002
N 1.715 -0.545 1.178  0.142
H -3.115 0.705 -0.127  0.000
H -2.647 -2.780 1.752  0.000
H -3.971 -2.050 2.611  0.000
C 5.488 -2.283 -0.591  0.063
H 0.654 1.517 -4.631  0.000
H 0.704 2.959 -1.945  0.000
H -4.866 -2.545 0.551  0.000
N 1.959 0.519 -1.090  -0.005
C 1.406 2.046 2.163  0.001
C 2.229 1.449 -2.215  -0.001
H -5.596 -0.405 1.202  0.000
H 5.085 -3.495 1.063  -0.002
C -0.528 5.398 0.486  -0.003

Output
Orbital gap (spin up / spin down) ... 6.86 / 6.79 eV
Spin multiplicity ... 2
Charge ... +2
Expectation value of S² ... 0.7891
HOMO (spin up / spin down) ... -13.10 / -13.37 eV

***

No. 2
Computed, not measured: C35H30CoF6N7O4S as an isolated structure, with wB97M-V/def2-TZVPD.

Last column: Löwdin charge in e.
Cartesian coordinates (Å):
F -0.028 2.407 5.014  0.142
C 2.264 1.194 -1.652  -0.179
N -3.790 -3.128 -2.386  0.210
O -0.953 -3.791 2.322  0.098
C -2.134 -0.002 3.330  -0.196
H 3.245 -2.999 2.731  0.149
F -2.914 -1.016 3.708  0.116
C 5.858 0.866 -1.765  -0.116
S -4.671 3.151 -0.505  1.152
C -2.700 1.081 -3.933  -0.061
H 6.013 4.628 -1.729  0.142
C -4.970 -1.731 0.621  -0.441
N -3.476 0.898 -0.309  -0.021
C 3.530 -0.023 -0.032  0.063
H 5.983 0.902 -2.853  0.140
H 6.196 2.953 0.067  0.185
N -4.233 -1.940 -0.485  0.176
H -6.180 -2.404 2.955  0.112
N -6.122 -2.412 0.859  -0.010
H -7.444 -3.860 0.183  0.146
C -0.507 2.128 2.728  -0.141
C -4.147 1.785 0.363  -0.410
H -2.216 0.535 -4.733  0.110
C 2.382 -0.733 0.358  -0.076
C -3.936 3.033 -3.225  -0.066
C 3.566 -2.203 2.079  -0.211
Co -2.781 -0.718 0.592  0.598
C 7.086 1.463 -1.063  -0.064
C 6.050 3.555 -1.901  -0.068
H -4.413 3.980 -3.438  0.119
H 7.651 3.416 -0.555  0.189
H 0.180 0.798 -1.742  0.136
H -3.287 2.699 -5.226  0.114
H 5.024 -1.601 3.611  0.113
C -3.308 2.313 -4.216  -0.064
C 1.124 0.558 -1.272  0.098
C -3.947 2.498 -1.938  -0.443
F 0.283 3.160 2.415  0.117
C 0.005 -1.978 1.187  -0.012
C -5.801 -3.612 -1.157  0.033
C -2.709 0.553 -2.661  -0.024
C -1.173 1.429 1.737  -0.205
C -3.341 1.274 -1.645  -0.266
O -2.346 -2.337 1.387  -0.045
O -1.168 -0.686 -0.416  -0.061
N 4.687 1.624 -1.351  -0.099
N 2.393 -1.704 1.356  0.055
C 4.937 -2.376 1.511  -0.070
N 6.789 2.912 -0.764  0.059
H 5.754 -0.180 -1.490  0.130
H -2.222 -0.384 -2.439  0.085
C -1.172 -2.778 1.690  -0.543
H 4.472 -0.182 0.459  0.085
H 5.446 -3.294 1.766  0.114
C -1.984 0.332 1.990  -0.027
C 4.684 -1.367 2.613  -0.069
H -4.000 -3.857 -3.044  0.127
C -6.834 -2.167 2.119  0.038
H 1.273 -3.054 2.465  0.154
C 4.644 2.937 -1.984  -0.125
F 2.210 2.092 -2.652  0.083
O -4.528 -0.887 1.441  0.010
C -1.488 0.683 4.350  -0.135
C 1.160 -0.416 -0.265  -0.035
C 1.231 -2.280 1.709  0.072
H 3.924 3.560 -1.456  0.141
C -6.522 -3.344 -0.048  0.004
C -0.661 1.750 4.049  -0.137
H 7.978 1.432 -1.686  0.140
H -2.907 -2.652 -2.453  0.111
H 7.298 0.981 -0.111  0.136
F -0.987 1.886 0.478  0.084
H -4.360 1.667 1.416  0.103
C -4.589 -2.886 -1.347  -0.318
H -6.125 -4.362 -1.860  0.124
H 4.706 -0.313 2.382  0.093
H 4.354 2.906 -3.037  0.133
C 3.496 0.935 -1.026  -0.130
H -7.716 -2.799 2.142  0.101
H 5.143 -2.029 0.511  0.086
H -7.127 -1.122 2.178  0.106
F -1.656 0.318 5.617  0.142
H 6.642 3.366 -2.794  0.140
C -0.081 -1.030 0.157  -0.248

Output
Orbital gap ... 7.91 eV
Charge ... +2
HOMO ... -12.84 eV

***

No. 3
Computed, not measured: the molecule CH2ClFO2 at a distorted geometry, with wB97M-V/def2-TZVPD.

Last column: natural (NBO) charge in e.
Cartesian coordinates (Å):
C 0.127 -0.120 1.830  0.383
O -0.647 -1.099 -0.398  -0.417
H 1.177 0.145 2.059  0.195
O 0.024 0.036 0.105  -0.310
Cl -1.017 1.069 2.417  0.003
F -0.224 -1.419 2.108  -0.309
H -1.542 -0.825 -0.190  0.453

Output
Orbital gap ... 11.48 eV
Charge ... 0
HOMO ... -10.70 eV
SMILES ... OO[C@H](F)Cl

***

No. 4
Computed, not measured: a 2-piece molecular cluster, C3H7NO overall, with wB97M-V/def2-TZVPD.

Last column: natural (NBO) charge in e.
Cartesian coordinates (Å):
H -1.223 -2.310 2.888  0.330
C -0.523 -1.732 1.244  -0.055
C -0.149 1.300 -0.980  -0.722
N -1.393 -2.382 1.883  -0.578
O 1.766 2.192 -2.104  -0.513
H -0.582 0.507 -1.597  0.240
H 0.288 -1.176 1.727  0.144
H 1.987 0.672 -0.826  0.098
C 1.310 1.396 -1.327  0.439
H -0.572 -1.722 0.159  0.158
H -0.649 2.252 -1.132  0.239
H -0.260 1.001 0.063  0.219

Output
Orbital gap ... 10.89 eV
Charge ... 0
HOMO ... -10.06 eV
SMILES ... CC=O.C=N

***

No. 5
Computed, not measured: a 7-piece molecular cluster, C3H23N2O6S2 overall at a distorted geometry, with wB97M-V/def2-TZVPD.

Last column: natural (NBO) charge in e.
Cartesian coordinates (Å):
O 0.726 -1.171 -2.534  -0.983
S 1.542 -3.188 1.806  0.146
O 2.496 1.385 -1.876  -0.979
S 2.716 -2.999 0.356  -0.135
H 1.047 2.361 1.872  0.390
H -1.436 0.007 1.117  0.454
H 1.061 -1.336 -3.432  0.494
H 0.035 3.539 -0.908  0.488
H 2.378 -3.638 -0.818  0.127
H 2.162 1.623 -1.002  0.484
H -2.162 -1.042 -1.899  0.494
H -0.274 -1.962 2.604  0.238
N 1.624 1.551 1.817  -0.897
H 1.334 -0.612 0.386  0.226
O -0.677 2.962 -0.586  -0.967
H -0.480 0.967 0.146  0.448
C 0.584 -0.578 1.150  -0.068
H 2.618 1.563 1.967  0.398
H -2.964 1.386 -2.774  0.479
H 3.340 1.793 -2.077  0.496
C 0.128 -1.989 1.593  -0.564
H 1.470 -0.678 -2.170  0.500
H 1.734 -0.108 3.032  0.235
O -1.775 -1.816 -1.459  -0.967
H -0.954 -1.856 -1.982  0.502
O -3.054 0.032 1.971  -0.966
O -2.326 0.731 -3.070  -0.953
H 0.149 0.508 3.005  0.199
H -1.382 3.625 -0.597  0.487
C 1.016 0.328 2.322  -0.253
H -0.869 -0.656 -0.300  0.464
H -1.457 1.140 -2.991  0.484
H -3.438 0.513 2.716  0.503
N -0.637 0.008 0.465  -0.744
H -3.681 0.060 1.239  0.494
H -0.593 -2.455 0.913  0.247

Output
Orbital gap ... 8.80 eV
Charge ... +1
HOMO ... -11.72 eV

***

No. 6
Computed, not measured: a 2-piece molecular cluster, C20H26N3O3 overall at a distorted geometry, with wB97M-V/def2-TZVPD.

Last column: natural (NBO) charge in e.
Cartesian coordinates (Å):
C -0.812 -0.466 2.349  -0.239
H -1.309 3.477 -0.267  0.232
H -5.012 -4.042 -2.512  0.212
C 2.541 -0.657 -1.977  0.078
H -0.841 0.599 -2.164  0.498
H -0.536 -2.420 1.290  0.237
C -0.632 0.840 -0.295  0.282
C -0.554 -0.647 -0.147  -0.272
H -0.416 -1.291 -1.054  0.207
H 0.217 4.940 0.927  0.377
H 1.689 1.445 1.975  0.236
C -0.912 0.990 2.198  -0.197
C 1.233 3.586 2.002  -0.230
C -5.051 -1.269 -2.145  -0.507
C 3.776 -2.657 1.259  0.751
H -1.637 3.661 1.496  0.198
H 0.507 3.269 2.814  0.187
N 0.438 3.942 0.804  -0.637
H 3.097 2.408 2.514  0.225
H -1.035 1.619 3.112  0.226
H 3.979 2.817 0.329  0.255
O -0.555 1.350 -1.601  -0.697
C 2.917 -1.819 -1.161  -0.221
C 3.359 -1.570 0.230  -0.008
C -0.810 1.713 0.896  -0.093
C -3.986 -0.911 -3.128  0.311
H 2.873 -2.858 -1.559  0.273
H -3.821 -4.405 -1.256  0.218
H -5.320 -0.382 -1.568  0.254
H -5.307 -2.603 -0.477  0.217
O 4.714 -3.622 1.012  -0.655
H 2.338 2.980 -0.453  0.254
N -3.165 -0.635 -3.890  -0.372
H 4.762 -4.139 1.847  0.519
C -0.879 3.267 0.761  -0.260
H -5.940 -1.601 -2.686  0.252
C -0.618 -1.316 1.154  -0.215
C -4.158 -3.642 -1.960  -0.614
H -3.666 -2.000 -0.665  0.204
H 2.233 -0.830 -3.040  0.257
H 3.660 0.129 1.747  0.278
N 2.554 0.643 -1.488  -0.465
H 2.255 1.405 -2.109  0.463
C 2.927 2.420 0.328  -0.462
H 1.820 4.447 2.436  0.216
C 2.958 0.921 -0.190  0.345
H -3.343 -3.469 -2.666  0.210
C 2.254 2.401 1.755  -0.433
C -4.538 -2.365 -1.216  -0.384
C 3.376 -0.176 0.706  -0.206
O 3.247 -2.599 2.352  -0.541
H -0.872 -0.881 3.383  0.238

Output
Orbital gap ... 6.91 eV
Charge ... +1
HOMO ... -11.37 eV

***

No. 7
Computed, not measured: H18O9Sn as an isolated structure at a distorted geometry, with wB97M-V/def2-TZVPD.

Last column: natural (NBO) charge in e.
Cartesian coordinates (Å):
O -0.809 -2.049 -1.664  -0.953
H -1.737 2.618 0.870  0.504
H -3.041 -1.632 0.977  0.511
O -2.005 0.922 -1.322  -0.958
O 1.440 0.281 2.462  -0.952
H 2.022 -0.347 2.844  0.500
H -0.437 -2.493 1.137  0.504
H 0.409 0.381 -2.993  0.497
O 1.218 2.381 -0.109  -0.958
H 0.347 -2.185 2.376  0.505
H -0.606 -2.161 -2.609  0.502
H 1.975 1.077 2.485  0.495
O -2.324 -0.978 1.069  -0.973
O 0.352 -2.028 1.440  -0.958
H 2.082 2.163 -0.392  0.492
H -1.770 -2.003 -1.693  0.489
H -2.466 0.572 -2.094  0.505
H 1.457 1.316 -2.538  0.499
H 1.222 3.295 0.037  0.512
O -1.260 1.903 1.239  -0.962
H -1.956 1.877 -1.517  0.498
O 2.348 -1.278 -0.566  -0.950
H -0.908 2.199 2.092  0.510
H 3.282 -1.302 -0.600  0.502
Sn 0.085 0.074 0.054  1.594
H -2.086 -0.942 2.015  0.496
O 1.046 0.494 -2.295  -0.943
H 2.118 -2.151 -0.705  0.491

Output
Orbital gap ... 10.86 eV
Charge ... +2
HOMO ... -16.97 eV

***

No. 8
Computed, not measured: a 2-piece molecular cluster, C2O3S overall at a distorted geometry, with wB97M-V/def2-TZVPD.

Last column: natural (NBO) charge in e.
Cartesian coordinates (Å):
O 0.614 -1.341 -0.803  -0.517
O 1.683 1.081 1.355  -0.442
C 0.624 1.293 0.919  0.460
S -0.740 1.599 0.174  -0.017
O -1.657 -1.322 -0.814  -0.507
C -0.524 -1.310 -0.830  1.023

Output
Orbital gap ... 11.30 eV
Charge ... 0
HOMO ... -10.88 eV
SMILES ... O=C=O.O=C=S

***

no.,electronic energy (eV)
1,-77063.938
2,-120157.564
3,-20400.247
4,-6760.662
5,-40414.566
6,-31765.972
7,-24536.937
8,-19052.706